Record 1
Density functional theory data (the ωB97M-V functional and the def2-TZVPD basis) for an isolated molecule of C2H6N4OS in a non-equilibrium geometry.

SMILES = NC(=S)N/N=C\NO
spin multiplicity = 1
calculated total energy = -21011.6982 eV
Kohn-Sham gap = 8.18 eV
LUMO level = 0.219 eV
net charge = 0
HOMO = -7.96 eV

Positions of all 14 atoms, in Å:
C (1.92380, 0.07054, -0.02342)
C (-1.24485, -1.43115, -0.10796)
H (1.54730, 2.06518, -0.10050)
H (3.24220, 1.70377, 0.02443)
H (-0.11653, 0.71078, -0.05755)
H (-1.66672, -2.43923, -0.26767)
H (-3.12779, -0.87061, -0.18906)
H (-2.10441, 1.15046, 0.89945)
N (2.27311, 1.38886, -0.14608)
N (0.53703, -0.07461, -0.07830)
N (0.01140, -1.32220, -0.28328)
N (-2.26548, -0.60197, 0.25430)
O (-2.03232, 0.78504, -0.04709)
S (3.02326, -1.13485, 0.12274)

Cartesian forces (eV/Å) of the 2 atoms listed first:
C -0.905 0.719 -0.303
C 0.575 -2.420 -0.998

Record 2
Density functional theory data (the ωB97M-V functional and the def2-TZVPD basis) for a structure of composition C27H25Br42FNO6P in a non-equilibrium geometry.

spin multiplicity = 1
calculated total energy = -2995967.6529 eV
Kohn-Sham gap = 9.05 eV
LUMO level = -1.084 eV
net charge = 0
HOMO = -10.14 eV

Positions of all 103 atoms, in Å:
C (1.22540, -2.96860, 1.04355)
C (1.75136, -1.75868, 0.31570)
O (2.86800, -1.75212, -0.12580)
O (1.01007, -0.61571, 0.16910)
C (-0.30771, -0.81645, -0.34741)
C (-1.39975, -1.13815, 0.66725)
C (-2.45180, -1.94684, 0.20386)
C (-3.49171, -2.24691, 1.05459)
C (-3.52248, -1.79351, 2.36380)
C (-2.50443, -1.00063, 2.84047)
C (-1.45327, -0.66235, 1.98171)
C (-0.40107, 0.25182, 2.57230)
C (0.51472, -0.49697, 3.52948)
O (0.21696, -1.52191, 4.03626)
F (1.71248, 0.01797, 3.79732)
C (-4.75747, -2.28231, 3.04708)
O (-5.22887, -1.99756, 4.10445)
N (-5.32300, -3.19302, 2.10348)
P (-7.03193, -3.41240, 2.17364)
O (-7.79004, -2.48092, 1.32030)
C (-4.74744, -3.05022, 0.82524)
O (-5.19633, -3.46653, -0.19845)
H (0.71225, -2.66944, 1.95678)
H (0.51919, -3.53942, 0.44079)
H (2.08104, -3.56608, 1.33916)
H (-0.26300, -1.65491, -1.04841)
H (-0.60803, 0.05018, -0.93556)
H (-2.48053, -2.32048, -0.81413)
H (-2.53015, -0.61884, 3.85357)
H (0.15593, 0.82156, 1.83347)
H (-0.90212, 0.99841, 3.17874)
H (-7.38027, -3.26781, 3.52372)
H (-7.30921, -4.74235, 1.80979)
C (4.17051, 0.66889, -1.59701)
Br (2.70966, 1.59003, -2.43785)
Br (5.25117, -0.28452, -2.87555)
Br (5.23685, 1.85963, -0.52000)
H (3.73656, -0.07124, -0.93419)
C (3.49016, 5.53123, -1.20097)
Br (3.27592, 6.26737, 0.56556)
Br (1.79991, 5.31989, -2.09877)
Br (4.72182, 6.55875, -2.26370)
H (3.91607, 4.54348, -1.07912)
C (-6.77031, -3.32615, -3.25111)
Br (-8.37112, -2.80345, -4.17834)
Br (-6.52011, -5.23612, -3.32350)
Br (-5.22413, -2.36260, -3.88618)
H (-6.90079, -3.06531, -2.20895)
C (3.86894, 10.06849, 0.27844)
Br (3.64298, 10.78607, 2.05043)
Br (2.18235, 9.84206, -0.61430)
Br (5.09463, 11.11492, -0.77806)
H (4.30446, 9.08399, 0.39284)
C (-3.06507, -6.89905, -4.31192)
Br (-2.67729, -7.19093, -6.17341)
Br (-2.89561, -8.51293, -3.27863)
Br (-1.99109, -5.47367, -3.58486)
H (-4.09684, -6.58328, -4.24546)
C (2.25372, 10.17057, 5.95311)
Br (1.10912, 9.02679, 4.91256)
Br (1.29422, 11.67828, 6.66838)
Br (3.17359, 9.19017, 7.33158)
H (3.00746, 10.56074, 5.28409)
C (0.12830, -3.66068, -6.22524)
Br (-1.33941, -2.75031, -7.06972)
Br (1.19511, -4.63284, -7.49666)
Br (1.17852, -2.46912, -5.14156)
H (-0.29995, -4.38702, -5.54885)
C (-0.03130, 3.76746, 5.50609)
Br (-1.58108, 4.38983, 4.54374)
Br (0.19590, 1.86065, 5.29423)
Br (1.56322, 4.71720, 5.01134)
H (-0.20397, 3.96654, 6.55385)
C (-12.11136, -1.79022, -4.37356)
Br (-13.83634, -0.99406, -4.67819)
Br (-12.17486, -3.15712, -3.02060)
Br (-11.33746, -2.45969, -6.00638)
H (-11.46084, -1.01046, -4.00332)
C (-9.60252, -7.81271, -4.09740)
Br (-8.22427, -8.47285, -2.92089)
Br (-10.55848, -6.33017, -3.32565)
Br (-8.90278, -7.37429, -5.83647)
H (-10.31242, -8.61558, -4.23232)
C (6.31114, -1.52000, 1.53632)
Br (4.86173, -1.48681, 2.80068)
Br (7.84259, -0.55252, 2.19252)
Br (6.76751, -3.30564, 0.99820)
H (5.96631, -1.00168, 0.65105)
C (5.34517, 2.47992, 3.93086)
Br (5.13391, 3.26106, 5.67800)
Br (3.65196, 2.25703, 3.04575)
Br (6.59577, 3.47124, 2.85539)
H (5.76438, 1.49214, 4.07196)
C (10.00853, -3.29875, -1.93126)
Br (8.31258, -2.44457, -2.25692)
Br (9.86489, -4.73804, -0.65527)
Br (10.83471, -3.88370, -3.56871)
H (10.65876, -2.55458, -1.49492)
C (8.92739, 7.20156, -0.43750)
Br (7.50937, 8.47620, -0.17990)
Br (8.82326, 5.76858, 0.84279)
Br (8.98036, 6.54789, -2.24735)
H (9.85858, 7.71905, -0.25833)

Cartesian forces (eV/Å) of the 2 atoms listed first:
C -0.388 0.548 0.405
C 0.810 -0.225 -0.374

Record 3
Density functional theory data (the ωB97M-V functional and the def2-TZVPD basis) for an isolated molecule of C4H6OS in a non-equilibrium geometry.

SMILES = C1O[C@H]2C[C@@H]2S1
spin multiplicity = 1
calculated total energy = -17124.1265 eV
Kohn-Sham gap = 9.60 eV
LUMO level = 0.967 eV
net charge = 0
HOMO = -8.63 eV

Positions of all 12 atoms, in Å:
C (-0.39103, -0.71694, -1.55064)
C (0.38608, 0.95517, 0.16576)
C (0.41723, 0.51960, 1.64545)
C (-0.17233, -0.36787, 0.61066)
H (0.26647, -0.94251, -2.42545)
H (-1.37701, -1.12500, -1.72970)
H (1.38410, 0.80661, -0.16324)
H (-0.30226, 0.88829, 2.39755)
H (1.45257, 0.44963, 1.98871)
H (-1.26140, -0.35096, 0.73102)
O (0.19476, -1.28852, -0.37354)
S (-0.59718, 1.17251, -1.29659)

Cartesian forces (eV/Å) of the 2 atoms listed first:
C 0.675 -0.144 -0.885
C -0.778 0.147 0.172